{"formula": "C34H102N12O15", "method": "wB97M-V/def2-TZVPD", "species": ["C", "C", "C", "O", "C", "N", "H", "H", "H", "H", "H", "H", "H", "H", "H", "H", "H", "C", "C", "C", "O", "C", "N", "H", "H", "H", "H", "H", "H", "H", "H", "H", "H", "H", "C", "C", "C", "O", "C", "N", "H", "H", "H", "H", "H", "H", "H", "H", "H", "H", "H", "C", "C", "C", "O", "C", "N", "H", "H", "H", "H", "H", "H", "H", "H", "H", "H", "H", "C", "C", "O", "H", "H", "H", "H", "H", "H", "C", "C", "O", "H", "H", "H", "H", "H", "H", "C", "C", "O", "H", "H", "H", "H", "H", "H", "C", "C", "O", "H", "H", "H", "H", "H", "H", "C", "C", "O", "H", "H", "H", "H", "H", "H", "C", "C", "O", "H", "H", "H", "H", "H", "H", "C", "C", "O", "H", "H", "H", "H", "H", "H", "C", "O", "N", "N", "H", "H", "H", "H", "C", "O", "N", "N", "H", "H", "H", "H", "C", "O", "N", "N", "H", "H", "H", "H", "C", "O", "N", "N", "H", "H", "H", "H"], "positions_angstrom": [[-8.22485, 0.13217, 4.27186], [-8.58206, -1.16424, 4.92590], [-9.92678, -1.11348, 5.72620], [-9.98258, -0.02275, 6.68172], [-9.00483, -0.04659, 7.75194], [-8.69287, -2.17583, 3.89536], [-8.92128, 0.43535, 3.49009], [-7.30094, 0.05396, 3.69882], [-8.15554, 1.00484, 4.92128], [-7.85882, -1.36603, 5.71603], [-10.13377, -2.04476, 6.25343], [-10.75379, -1.11430, 5.01616], [-8.03130, 0.03254, 7.26814], [-9.05909, -1.04136, 8.19420], [-9.09397, 0.79919, 8.43372], [-7.99074, -1.99243, 3.19288], [-9.51417, -1.98577, 3.33909], [3.94595, 3.53338, -4.68879], [2.47993, 3.58076, -5.31615], [2.00183, 2.20180, -5.79953], [0.74570, 2.54404, -6.42901], [0.19426, 1.45361, -7.18935], [1.62814, 4.13745, -4.25993], [4.39484, 4.46213, -4.33662], [4.59247, 3.17329, -5.48905], [4.05340, 2.85932, -3.83896], [2.34906, 4.30834, -6.11715], [1.90205, 1.42967, -5.03666], [2.82750, 1.83245, -6.40776], [-0.20973, 0.69783, -6.51579], [0.85611, 0.87045, -7.82966], [-0.66812, 1.90668, -7.67836], [0.69673, 4.18317, -4.64785], [1.55542, 3.51004, -3.47179], [10.62156, -2.16757, -5.15964], [9.71253, -0.99463, -4.73020], [8.22573, -1.35000, -4.54857], [7.72717, -1.81749, -5.83639], [6.59665, -2.65959, -5.64004], [10.29800, -0.51826, -3.43294], [11.62591, -1.79227, -5.35590], [10.25933, -2.68338, -6.04894], [10.75776, -2.94569, -4.40859], [9.83077, -0.16440, -5.42651], [7.60954, -0.47001, -4.36413], [8.22515, -2.00202, -3.67508], [5.76187, -2.33623, -5.01820], [6.85922, -3.64231, -5.24835], [6.16252, -2.84951, -6.62165], [11.23426, -0.15572, -3.54281], [9.78917, 0.29418, -3.11493], [2.28049, 0.05669, 0.15083], [1.23964, -1.03450, 0.14422], [-0.04650, -0.51075, -0.57509], [-0.49377, 0.69405, 0.12668], [-1.42494, 1.47657, -0.55686], [1.73600, -2.15121, -0.70159], [3.03908, -0.26706, 0.86346], [1.93539, 1.02226, 0.52052], [2.72587, 0.14326, -0.84025], [0.96588, -1.34394, 1.15289], [-0.91448, -1.16639, -0.64471], [0.23049, -0.16872, -1.57228], [-1.25901, 1.69369, -1.61205], [-1.39919, 2.49653, -0.17332], [-2.41611, 1.04429, -0.41970], [2.37829, -1.74800, -1.36866], [0.94012, -2.47323, -1.23356], [8.95267, -1.08612, 2.31207], [9.20201, -2.59534, 2.03760], [10.11004, -2.65271, 0.96945], [9.90566, -0.55863, 2.35306], [8.50265, -0.86036, 3.27883], [8.37122, -0.56778, 1.54961], [8.31027, -3.20819, 1.90608], [9.77704, -3.05488, 2.84151], [10.06347, -1.82877, 0.47896], [-2.64009, 1.51732, 5.92065], [-1.37445, 0.94264, 5.36404], [-0.61630, 0.75229, 6.51245], [-3.25701, 1.87763, 5.09744], [-2.57864, 2.33296, 6.64110], [-3.20558, 0.79657, 6.51130], [-0.96861, 1.51326, 4.52870], [-1.47539, -0.03036, 4.88322], [-0.62957, 1.58075, 6.99730], [-3.62803, 6.85576, 2.78919], [-5.03977, 6.54397, 3.21784], [-5.89052, 7.18395, 2.30511], [-2.83806, 6.31537, 3.31076], [-3.38095, 7.88857, 3.03491], [-3.62387, 6.60613, 1.72817], [-5.34136, 7.01737, 4.15220], [-5.10384, 5.45702, 3.26828], [-5.63820, 8.10999, 2.28513], [5.30320, 3.96367, 4.29862], [6.32798, 4.50033, 5.35524], [5.59444, 5.35254, 6.15436], [5.80647, 3.37224, 3.53374], [4.77350, 4.76578, 3.78466], [4.49533, 3.38570, 4.74739], [7.13453, 5.09403, 4.92501], [6.83986, 3.71853, 5.91637], [5.34699, 4.84035, 6.92769], [-3.92318, -6.82905, 1.55766], [-3.69778, -5.49706, 0.84483], [-4.69316, -5.20262, -0.07490], [-3.68685, -7.76084, 1.04386], [-4.92200, -6.99216, 1.96246], [-3.29925, -6.80105, 2.45099], [-2.70153, -5.40124, 0.41309], [-3.78356, -4.70161, 1.58510], [-4.61499, -5.90031, -0.72966], [1.25677, -6.52663, 4.23621], [2.22716, -6.60420, 2.94649], [2.99293, -5.46223, 3.13121], [1.91118, -6.65171, 5.09889], [0.56240, -7.36611, 4.20104], [0.65531, -5.62174, 4.32293], [1.62712, -6.48863, 2.04389], [2.83488, -7.50906, 2.94830], [3.06346, -5.02109, 2.28149], [0.91530, -6.68978, -5.48162], [0.16398, -5.40663, -5.67578], [-0.46339, -5.05351, -4.51407], [1.27001, -7.14888, -6.40438], [0.37660, -7.46713, -4.93973], [1.77940, -6.61865, -4.82104], [-0.48565, -5.32626, -6.54735], [0.82260, -4.58003, -5.94237], [-1.15635, -5.67019, -4.26684], [-9.12529, 4.99463, -1.42427], [-9.83833, 4.24651, -2.10174], [-9.59674, 6.02110, -0.78175], [-7.88078, 4.63587, -1.28007], [-8.89276, 6.47416, -0.21673], [-10.55347, 6.32294, -0.89858], [-7.33730, 5.12091, -0.58045], [-7.60591, 4.09805, -2.08958], [-5.63096, -1.36653, -5.58689], [-5.82159, -2.56975, -5.48759], [-6.13547, -0.57526, -6.57942], [-5.00412, -0.62713, -4.72126], [-6.74582, -0.94456, -7.29439], [-5.91301, 0.38738, -6.36981], [-4.49544, -0.98817, -3.92690], [-5.00008, 0.37840, -4.81603], [-3.90866, 5.50952, -5.16487], [-4.49128, 4.45952, -5.17430], [-4.46418, 6.64208, -4.82635], [-2.70478, 5.71744, -5.68171], [-5.37430, 6.70650, -4.39321], [-4.01406, 7.53445, -4.97191], [-2.29803, 6.64159, -5.65690], [-2.14490, 4.88617, -5.80667], [4.89770, -1.77360, 7.00725], [4.87007, -0.85130, 7.72812], [5.93377, -2.62460, 6.93535], [3.91342, -2.14198, 6.24460], [5.90626, -3.40702, 6.29726], [6.81389, -2.50164, 7.41532], [3.04978, -1.62030, 6.19890], [4.04129, -2.91209, 5.60375]], "lowdin_charge": [-0.0807, -0.4551, -0.1699, -0.2113, -0.0801, 0.0333, 0.0840, 0.0759, 0.0751, 0.1210, 0.1157, 0.1181, 0.0648, 0.0875, 0.0892, 0.0642, 0.0685, -0.0537, -0.3968, -0.1991, -0.2036, -0.0959, 0.0178, 0.0675, 0.0606, 0.0652, 0.1356, 0.1227, 0.1161, 0.0779, 0.0856, 0.0876, 0.0487, 0.0632, -0.0641, -0.4071, -0.1808, -0.1816, -0.1301, 0.0118, 0.0700, 0.0708, 0.0765, 0.1274, 0.1202, 0.1256, 0.0796, 0.0833, 0.0830, 0.0624, 0.0570, -0.0667, -0.4102, -0.1626, -0.2139, -0.1400, 0.0319, 0.0804, 0.0799, 0.0758, 0.1335, 0.1231, 0.1149, 0.0793, 0.0839, 0.0855, 0.0525, 0.0553, -0.0870, -0.3090, -0.0899, 0.0719, 0.0652, 0.0691, 0.1018, 0.1048, 0.0691, -0.1058, -0.3432, -0.0730, 0.0691, 0.0740, 0.0794, 0.1057, 0.1146, 0.0792, -0.0985, -0.3395, -0.0942, 0.0725, 0.0733, 0.0817, 0.1099, 0.1146, 0.0809, -0.0805, -0.3305, -0.0800, 0.0588, 0.0654, 0.0657, 0.1045, 0.1080, 0.0887, -0.0909, -0.3499, -0.0663, 0.0670, 0.0746, 0.0648, 0.1064, 0.1099, 0.0843, -0.0711, -0.2980, -0.1025, 0.0618, 0.0543, 0.0640, 0.1039, 0.1031, 0.0822, -0.0924, -0.3728, -0.0635, 0.0724, 0.0703, 0.0733, 0.1103, 0.1108, 0.0913, -0.7911, -0.0064, 0.1750, 0.1590, 0.1063, 0.1267, 0.1050, 0.1250, -0.7400, 0.0196, 0.1421, 0.1512, 0.1118, 0.0897, 0.1212, 0.1047, -0.7884, 0.0397, 0.1539, 0.1562, 0.1179, 0.1058, 0.1050, 0.1100, -0.8162, 0.0753, 0.1463, 0.1654, 0.0931, 0.1088, 0.1224, 0.1045], "homo_ev": -9.32, "mol_weight_g_mol": 919.3, "homo_lumo_gap_ev": 9.20}



{"formula": "C34H20BrCl2N6O3Ru", "method": "wB97M-V/def2-TZVPD", "species": ["Ru", "Cl", "C", "C", "C", "N", "C", "O", "C", "C", "C", "C", "C", "N", "C", "C", "C", "Cl", "N", "C", "O", "C", "C", "C", "C", "C", "N", "H", "H", "H", "H", "H", "H", "H", "H", "H", "H", "Br", "C", "C", "C", "C", "O", "C", "C", "N", "C", "C", "C", "C", "C", "C", "C", "C", "N", "C", "C", "H", "H", "H", "H", "H", "H", "H", "H", "H", "H"], "positions_angstrom": [[0.36857, 0.11574, -0.01231], [-0.95330, 6.62724, 3.32493], [-0.22328, 5.25082, 2.57435], [-0.96033, 4.09913, 2.39608], [-0.39165, 2.97848, 1.81767], [-1.18826, 1.80401, 1.76463], [-1.32452, 0.97901, 2.85299], [-1.35921, 1.42054, 3.97790], [-1.36072, -0.49965, 2.62232], [-2.16283, -1.26969, 3.44646], [-2.07935, -2.64599, 3.34920], [-1.15773, -3.18596, 2.46817], [-0.38975, -2.33926, 1.69081], [-0.49695, -1.00521, 1.73692], [0.94886, 2.94364, 1.38244], [1.67265, 4.13480, 1.57151], [1.09996, 5.25178, 2.14768], [2.07950, 6.66581, 2.33702], [1.43769, 1.84038, 0.69141], [2.59970, 1.98059, -0.00154], [3.62811, 2.56644, 0.30011], [2.48265, 1.40721, -1.40372], [3.49080, 1.58316, -2.33255], [3.27508, 1.16783, -3.63717], [2.04922, 0.61305, -3.97077], [1.08984, 0.46415, -2.98448], [1.30844, 0.84162, -1.72393], [-1.98545, 4.05627, 2.73561], [-2.81638, -0.77480, 4.14987], [-2.70384, -3.28245, 3.96158], [-1.03068, -4.25473, 2.36827], [0.33543, -2.74143, 1.00198], [2.70868, 4.18346, 1.28264], [4.41024, 2.04798, -2.00643], [4.04740, 1.28517, -4.38591], [1.82970, 0.28787, -4.97782], [0.12273, 0.02531, -3.19037], [-7.11094, -0.30720, -0.64768], [-5.31198, 0.17757, -0.30475], [-5.04761, 1.34003, 0.41197], [-3.72281, 1.66054, 0.64875], [-2.70023, 0.84558, 0.20228], [-1.37836, 1.25707, 0.47667], [-2.92823, -0.33907, -0.54097], [-2.01699, -1.29611, -1.09730], [-0.68353, -1.29331, -1.00547], [0.09122, -2.27058, -1.57450], [-0.30712, -3.23867, -2.49520], [0.61576, -4.17702, -2.97664], [1.92536, -4.19427, -2.56362], [2.37319, -3.23028, -1.62893], [3.69436, -3.16709, -1.13149], [4.03883, -2.20658, -0.21979], [3.07751, -1.27255, 0.18918], [1.83873, -1.29609, -0.26715], [1.46294, -2.26473, -1.15768], [-4.30238, -0.62365, -0.76944], [-5.84582, 1.97439, 0.76683], [-3.47260, 2.55834, 1.19683], [-2.49542, -2.12281, -1.60996], [-1.32350, -3.25780, -2.86168], [0.27867, -4.91031, -3.69869], [2.62178, -4.93135, -2.94090], [4.42375, -3.88929, -1.47753], [5.04039, -2.14184, 0.18098], [3.31374, -0.48822, 0.89753], [-4.54973, -1.51699, -1.32723]], "nbo_charge": [0.6119, 0.0196, -0.1136, -0.1670, 0.0326, -0.1726, 0.6388, -0.5442, 0.1136, -0.1946, -0.1536, -0.2272, 0.0703, -0.3872, 0.2799, -0.3032, -0.0139, 0.0241, -0.6721, 0.6358, -0.6173, 0.1189, -0.2081, -0.1580, -0.2455, 0.0586, -0.3614, 0.2357, 0.2473, 0.2276, 0.2294, 0.2134, 0.2696, 0.2529, 0.2237, 0.2290, 0.2195, 0.0544, -0.0834, -0.2612, -0.2399, 0.3143, -0.3474, -0.1588, 0.0128, -0.4809, 0.1140, -0.2850, -0.1745, -0.2496, -0.0946, -0.1284, -0.2580, 0.0508, -0.3790, 0.2036, -0.2098, 0.2328, 0.2356, 0.1752, 0.2159, 0.2163, 0.2134, 0.2192, 0.2308, 0.2267, 0.2222], "homo_ev": [-5.71, -7.20], "mol_weight_g_mol": 812.5, "e_above_lowest_ev": 0.752, "homo_lumo_gap_ev": [5.35, 6.43], "spin_multiplicity": 2}